[1]
ORCA calculation (the ωB97M-V functional and the def2-TZVPD basis) on a molecular structure, C17H15LiO3S6.

Last column: natural (NBO) charge in e.
CARTESIAN COORDINATES (ANGSTROEM)
Li: 1.466990 0.709452 0.551013  0.8318
C: 2.054109 -1.764331 4.057767  -0.6323
C: 0.790962 -1.626780 3.262404  -0.0205
C: -0.109816 -0.604118 3.522471  -0.1449
C: -1.280415 -0.486984 2.794041  -0.2107
C: -1.573604 -1.406793 1.803152  -0.2426
C: -0.689787 -2.440804 1.547610  -0.2029
C: 0.485025 -2.545050 2.266496  -0.2185
H: 2.282658 -0.837718 4.576580  0.2361
H: 2.889126 -1.993951 3.400722  0.2208
H: 1.947759 -2.571322 4.788445  0.1881
H: 0.118195 0.129505 4.281838  0.2115
H: -1.951243 0.338851 2.984581  0.2153
H: -2.481178 -1.308279 1.219780  0.1963
H: -0.913841 -3.166251 0.776529  0.1911
H: 1.183725 -3.338454 2.040164  0.1956
S: 3.734036 7.003980 1.406261  -0.2932
C: 3.075180 5.495844 1.626187  -0.5640
S: 1.383627 5.144416 1.480706  0.4338
C: 1.447049 3.403686 1.799171  -0.4278
C: 2.693513 2.909856 2.058428  -0.4387
S: 3.085333 1.276016 2.354232  -0.5194
S: 4.000859 4.094338 2.051377  0.4396
S: 0.006249 2.506991 1.738679  -0.4998
C: -3.859186 -0.651840 -4.773540  -0.6206
C: -2.553004 -0.598826 -4.026301  -0.0411
C: -1.549160 0.288712 -4.395387  -0.2180
C: -0.373119 0.367312 -3.666834  -0.2100
C: -0.191174 -0.435706 -2.557504  -0.2161
C: -1.168392 -1.342461 -2.195280  -0.2218
C: -2.341011 -1.425460 -2.927226  -0.2182
S: 1.357027 -0.293764 -1.623208  2.3854
O: 2.359854 -0.865832 -2.500451  -0.9946
O: 1.158532 -1.022555 -0.371202  -1.0437
O: 1.516823 1.126887 -1.349902  -1.0231
H: -3.963553 0.205939 -5.435736  0.2057
H: -4.689216 -0.638883 -4.068045  0.2099
H: -3.939847 -1.563220 -5.370326  0.2046
H: -1.698347 0.941353 -5.246475  0.1943
H: 0.406623 1.065950 -3.930217  0.2319
H: -1.004154 -1.956303 -1.323223  0.2372
H: -3.113206 -2.123405 -2.627779  0.1938

Atoms 1-2, force components in eV/Å:
Li -0.100 0.501 0.854
C -0.068 0.017 0.026

**Energy above the lowest of the compared OMol25 structures with the same formula, charge and spin**: 25.0 kJ/mol
**Energy**: -89236.158 eV
**Total charge**: -2
**E_LUMO**: 4.1 eV

***

[2]
ORCA calculation (the ωB97M-V functional and the def2-TZVPD basis) on a molecular structure, C17H15N2NaPSe3Te.

Last column: natural (NBO) charge in e.
CARTESIAN COORDINATES (ANGSTROEM)
Na: -0.423212 -0.791711 -2.430666  0.7839
N: -0.261637 1.568482 0.348352  -0.8967
P: -0.583047 -0.153002 0.234177  1.0234
C: -0.902442 -0.496932 2.004525  -0.2723
C: 0.003311 -0.182602 3.020812  -0.2306
C: -0.301657 -0.468871 4.342451  -0.2220
C: -1.508173 -1.086783 4.658680  -0.2049
C: -2.406453 -1.414023 3.655186  -0.2150
C: -2.106594 -1.115469 2.329783  -0.2129
C: 1.118664 -0.831056 0.089336  -0.2953
C: 2.176994 -0.085347 -0.427557  -0.2515
C: 3.421138 -0.675308 -0.630440  -0.2062
C: 3.616150 -2.011542 -0.319120  -0.2124
C: 2.565044 -2.762756 0.192762  -0.2060
C: 1.324262 -2.180178 0.389998  -0.2070
C: -0.402511 2.282235 -0.834773  0.3897
C: -0.623096 3.661779 -0.873920  -0.3032
C: -0.761028 4.261119 -2.109047  -0.1430
C: -0.686837 3.493794 -3.266896  -0.3055
C: -0.456866 2.139457 -3.130090  0.0836
N: -0.292941 1.546719 -1.940381  -0.5332
H: -0.525755 2.041337 1.197609  0.4035
H: 0.957824 0.265774 2.765523  0.2195
H: 0.404321 -0.226191 5.127484  0.2084
H: -1.740981 -1.320073 5.690370  0.2074
H: -3.339115 -1.907280 3.898615  0.2141
H: -2.796543 -1.375455 1.534095  0.2427
H: 2.031976 0.959196 -0.671045  0.2201
H: 4.232593 -0.088549 -1.043110  0.2059
H: 4.580979 -2.473899 -0.489788  0.2066
H: 2.704960 -3.813349 0.413248  0.2135
H: 0.497896 -2.780381 0.753769  0.2291
H: -0.694157 4.228300 0.046301  0.2088
H: -0.941487 5.327695 -2.170820  0.2092
H: -0.813380 3.930626 -4.247693  0.2212
H: -0.411006 1.485833 -3.998284  0.2327
Se: -0.211913 -1.694248 -5.113848  -0.8480
Se: -1.019973 -3.673266 -1.956049  -0.8455
Te: -2.128474 -2.779407 -3.971351  0.7205
Se: -3.296834 -0.804666 -3.068197  -0.8326

Atoms 1-2, force components in eV/Å:
Na -0.025 -0.285 -0.245
N -0.128 -0.121 -0.270

**Energy**: -237895.138 eV
**Total charge**: -1
**E_LUMO**: 1.9 eV

***

[3]
ORCA calculation (the ωB97M-V functional and the def2-TZVPD basis) on C17H15N3O3 in the gas phase.

Last column: natural (NBO) charge in e.
CARTESIAN COORDINATES (ANGSTROEM)
C: 3.817592 0.849454 0.677994  -0.6109
C: 2.506991 1.217991 -0.007243  -0.1433
C: 1.567729 1.940947 0.976123  0.6837
O: 1.935410 2.389597 2.034422  -0.6051
N: 0.301620 2.057021 0.516635  -0.6135
C: -0.772589 2.602861 1.318850  -0.2475
C: -1.942879 1.661043 1.362537  -0.0752
C: -3.226634 2.077688 1.033698  -0.1748
C: -4.263829 1.159622 1.060892  -0.2527
C: -3.969886 -0.151379 1.401762  0.0294
N: -2.752885 -0.560862 1.717701  -0.4130
C: -1.771330 0.321142 1.708547  0.0312
N: 1.846372 0.045985 -0.553818  -0.4838
C: 1.304567 -0.967641 0.231781  0.6803
O: 1.307636 -0.986024 1.434583  -0.5468
C: 0.729311 -1.940848 -0.725589  -0.0640
C: 0.055327 -3.122969 -0.504333  -0.1806
C: -0.378312 -3.834285 -1.619376  -0.1866
C: -0.142457 -3.369393 -2.903921  -0.1930
C: 0.530057 -2.170959 -3.125379  -0.1550
C: 0.959469 -1.466209 -2.020424  -0.1544
C: 1.670005 -0.170109 -1.915134  0.6894
O: 2.015580 0.594260 -2.780575  -0.5511
H: 4.268942 1.747921 1.087781  0.2360
H: 4.501336 0.389880 -0.031687  0.2108
H: 3.623277 0.161184 1.496394  0.2337
H: 2.696968 1.883920 -0.859610  0.2536
H: 0.058119 1.699185 -0.393752  0.3973
H: -0.354702 2.755462 2.319458  0.2517
H: -1.085377 3.574689 0.917945  0.1975
H: -3.411264 3.108427 0.763178  0.2138
H: -5.272670 1.454204 0.816507  0.2195
H: -4.739626 -0.911430 1.425713  0.1918
H: -0.797483 -0.056419 1.991932  0.2154
H: -0.128527 -3.473301 0.498844  0.2395
H: -0.908424 -4.764460 -1.480953  0.2222
H: -0.489124 -3.945058 -3.749044  0.2213
H: 0.711689 -1.801136 -4.122438  0.2333

Atoms 1-2, force components in eV/Å:
C -0.148 0.108 -0.049
C 0.363 0.004 0.307

**Energy above the lowest of the compared OMol25 structures with the same formula, charge and spin**: 16.3 kJ/mol
**Energy**: -28486.926 eV
**Structure (SMILES)**: C[C@H](C(=O)NCc1cccnc1)N1C(=O)c2ccccc2C1=O
**E_LUMO**: -0.6 eV

***

[4]
ORCA calculation (the ωB97M-V functional and the def2-TZVPD basis) on C17H15N7O in the gas phase.

Last column: natural (NBO) charge in e.
CARTESIAN COORDINATES (ANGSTROEM)
C: -1.942398 -3.500039 -5.979874  -0.3997
N: -1.481704 -2.710097 -4.923030  -0.1686
C: -2.276487 -2.269659 -3.958095  -0.0139
C: -1.648118 -1.174089 -3.301915  -0.1772
C: -2.150250 -0.406747 -2.195732  0.1454
C: -3.459779 -0.456420 -1.794459  -0.0063
N: -3.930784 0.429962 -0.868993  -0.3256
C: -2.959918 1.181569 -0.298982  0.2058
N: -2.785376 2.117220 0.687223  -0.2459
N: -1.593182 2.354588 1.069196  0.0184
N: -0.796553 1.668931 0.258797  -0.1929
C: 0.675605 1.632643 0.315059  -0.2399
C: 1.314371 1.026318 1.502759  -0.0993
C: 2.527390 0.293930 1.352874  -0.1685
C: 3.398278 0.121213 2.370778  -0.2638
C: 3.078627 0.509064 3.643602  0.2874
C: 1.856810 1.068227 3.929693  -0.0925
C: 1.051197 1.459462 2.801841  -0.1228
C: 1.675615 1.100629 5.449821  -0.4525
C: 3.181326 1.202893 5.693086  -0.0648
O: 3.878267 0.306640 4.767571  -0.4849
C: -1.578667 0.969512 -0.616880  0.2983
N: -1.231496 0.317311 -1.659144  -0.4047
C: -0.367716 -1.092342 -4.016964  -0.0087
N: -0.299351 -2.034512 -4.926845  -0.2688
H: -1.115675 -4.048877 -6.473393  0.2283
H: -2.355066 -2.825785 -6.753861  0.2028
H: -2.676237 -4.174120 -5.634551  0.2139
H: -3.314054 -2.477548 -3.750988  0.2159
H: -4.142103 -0.982029 -2.486970  0.2031
H: 1.106870 2.743550 0.261712  0.2264
H: 1.089301 1.115896 -0.561085  0.2436
H: 2.754620 0.077199 0.386986  0.2000
H: 4.361365 -0.409299 2.401014  0.2314
H: 0.164910 2.054146 2.951573  0.2141
H: 1.223443 2.072467 5.746832  0.2354
H: 1.269795 0.125853 5.807552  0.2325
H: 3.510315 0.825891 6.744107  0.1841
H: 3.529011 2.161204 5.726325  0.1808
H: 0.457799 -0.374757 -3.666642  0.2337

Atoms 1-2, force components in eV/Å:
C 1.174 0.023 -2.749
N 0.894 1.153 1.901

**Energy above the lowest of the compared OMol25 structures with the same formula, charge and spin**: 86.5 kJ/mol
**Energy**: -30345.984 eV
**Structure (SMILES)**: Cn1cc(-c2cnc3nnn(Cc4ccc5c(c4)CCO5)c3n2)cn1
**E_LUMO**: -0.5 eV

***

[5]
ORCA calculation (the ωB97M-V functional and the def2-TZVPD basis) on C17H15NO3 in the gas phase.

Last column: natural (NBO) charge in e.
CARTESIAN COORDINATES (ANGSTROEM)
C: 3.054192 -0.653421 1.186906  -0.3444
N: 2.309743 0.229715 -0.111155  -0.0857
O: 3.136287 1.402803 -0.012160  -0.5595
C: 0.982585 0.551798 -0.566110  -0.1026
C: -0.016697 -0.520999 -0.234468  -0.4417
C: -1.327076 -0.450802 0.392914  0.5249
O: -1.820106 0.501284 1.009477  -0.6256
C: -1.920016 -1.819313 0.246122  -0.0997
C: -3.047716 -2.357371 0.864989  -0.1935
C: -3.226353 -3.741433 0.834096  -0.2069
C: -2.303571 -4.576376 0.175538  -0.2160
C: -1.207932 -4.018056 -0.474945  -0.2009
C: -1.011229 -2.644562 -0.425393  -0.0515
C: 0.208358 -1.865527 -0.772243  0.5027
O: 1.226675 -2.292377 -1.344367  -0.6858
C: 0.534947 2.000548 -0.453076  -0.0757
C: 0.259412 2.577290 0.783337  -0.1868
C: -0.280743 3.871385 0.820648  -0.1973
C: -0.433449 4.612389 -0.353923  -0.1991
C: -0.146941 4.019411 -1.591695  -0.2078
C: 0.328425 2.715325 -1.644057  -0.1850
H: 2.316288 -1.295090 1.643973  0.2397
H: 3.850590 -1.191841 0.668924  0.2183
H: 3.516921 0.113669 1.820988  0.2301
H: 2.767778 -0.279686 -0.892859  0.4409
H: 2.523614 2.133120 0.179679  0.4999
H: 1.113507 0.380762 -1.647305  0.2253
H: -3.758919 -1.695552 1.359848  0.2285
H: -4.078386 -4.187249 1.338197  0.2112
H: -2.439517 -5.657542 0.186860  0.2129
H: -0.484929 -4.618202 -1.012565  0.2211
H: 0.439241 2.030939 1.710778  0.2291
H: -0.538613 4.328112 1.777455  0.2213
H: -0.842044 5.630846 -0.346989  0.2217
H: -0.243451 4.561593 -2.530821  0.2202
H: 0.559124 2.204413 -2.586597  0.2179

Atoms 1-2, force components in eV/Å:
C -1.314 1.062 -1.462
N 5.989 -0.813 2.275

**Energy above the lowest of the compared OMol25 structures with the same formula, charge and spin**: 521.9 kJ/mol
**Energy**: -25500.997 eV
**Structure (SMILES)**: C[N@H+](O)[C@@H](C1=C([O-])c2ccccc2C1=O)c1ccccc1
**E_LUMO**: 0.2 eV

***

[6]
ORCA calculation (the ωB97M-V functional and the def2-TZVPD basis) on C17H15NO7S in the gas phase.

Last column: natural (NBO) charge in e.
CARTESIAN COORDINATES (ANGSTROEM)
C: 3.664095 -0.860401 0.261434  -0.6391
C: 3.364259 0.394735 1.068262  -0.0737
H: 4.020590 0.446735 1.944063  0.1992
H: 3.484623 1.290902 0.455766  0.1880
O: 2.005944 0.430227 1.503937  -0.5011
C: 1.679624 -0.366510 2.520620  0.7964
O: 2.476503 -1.047945 3.121019  -0.6027
C: 0.229286 -0.346355 2.865102  -0.2257
C: -0.200397 -1.245811 3.837862  -0.1372
C: -1.532881 -1.332134 4.191015  -0.2242
C: -2.461373 -0.510812 3.574079  -0.1739
C: -2.057276 0.399385 2.612125  -0.2701
C: -0.719948 0.482054 2.257155  0.3904
O: -0.276328 1.396762 1.317557  -0.4984
C: -0.842045 1.481568 0.112241  0.7940
O: -1.895911 0.987547 -0.212973  -0.6054
C: 0.051343 2.234550 -0.808677  -0.6764
H: 0.754639 2.858862 -0.264799  0.2560
H: -0.491474 2.793658 -1.565923  0.2526
S: 1.145655 1.009489 -1.745805  1.3509
O: 1.829309 1.860573 -2.714754  -0.9778
C: -0.281791 0.353995 -2.685768  -0.2519
C: -0.581411 0.927138 -3.907069  -0.2094
C: -1.663944 0.473230 -4.641932  -0.1660
C: -2.447766 -0.569580 -4.163782  -0.2014
C: -2.144374 -1.168191 -2.956726  -0.1902
C: -1.056732 -0.703417 -2.223750  0.0997
N: -0.711273 -1.332580 -0.992414  0.5261
O: -1.314058 -2.317329 -0.641915  -0.3395
O: 0.220981 -0.836621 -0.374790  -0.4179
H: -2.728893 -1.984324 -2.561143  0.2503
H: -3.293312 -0.916281 -4.736973  0.2255
H: -1.900094 0.934530 -5.588653  0.2241
H: 0.052496 1.727289 -4.260712  0.2556
H: -2.776399 1.041094 2.128044  0.2379
H: -3.505986 -0.573996 3.838540  0.2182
H: -1.848456 -2.041126 4.940833  0.2187
H: 0.543192 -1.879412 4.297221  0.2417
H: 3.600699 -1.735885 0.902236  0.2277
H: 4.665375 -0.796060 -0.154287  0.2158
H: 2.943506 -0.959554 -0.546267  0.2134

Atoms 1-2, force components in eV/Å:
C -0.212 0.191 0.238
C 0.613 -0.250 -0.017

**Energy above the lowest of the compared OMol25 structures with the same formula, charge and spin**: 178.2 kJ/mol
**Energy**: -44526.957 eV
**E_LUMO**: -1.0 eV

***

E_LUMO of number 3 (C17H15N3O3)?
-0.6 eV

***

Which value of E_LUMO does entry 5 give?
0.2 eV

***

Number 3 is which compound?
C17H15N3O3

***

What is the energy in the fifth record?
-25500.997 eV